# 1
C19H24GaI2N6O6 | the ωB97M-V functional and the def2-TZVPD basis

XYZ file:
```
58
Properties=species:S:1:pos:R:3
Ga -1.36 0.65 -2.51
N 0.42 -0.87 -2.97
N 1.62 -0.19 -2.73
C 1.62 1.16 -2.71
N 2.77 1.79 -2.63
N 0.40 1.71 -2.78
N 0.23 3.08 -2.93
O 1.16 3.84 -2.82
O -0.90 3.38 -3.20
H 0.35 -1.66 -2.34
H 0.34 -1.15 -3.94
H 2.50 -0.68 -2.84
H 3.64 1.29 -2.59
H 2.76 2.80 -2.60
I -4.06 -0.68 -1.68
C -4.26 -2.32 -3.01
I -2.44 -3.25 -3.59
H -4.74 -1.95 -3.91
H -4.85 -3.07 -2.51
C -3.46 0.29 -6.17
O -3.11 0.40 -4.77
C -1.82 0.40 -4.45
O -0.92 0.27 -5.25
H -3.77 -0.73 -6.36
H -2.60 0.54 -6.79
H -4.28 0.98 -6.33
C 1.57 -2.80 5.87
C 1.96 -2.31 4.50
C 3.21 -2.63 3.98
C 3.59 -2.20 2.72
C 2.72 -1.43 1.98
C 1.47 -1.09 2.49
N 0.60 -0.32 1.66
C 0.22 0.97 1.92
C 0.67 1.64 3.07
C 0.26 2.92 3.34
C -0.61 3.62 2.49
C -1.04 2.99 1.35
C -0.63 1.68 1.04
C -1.08 1.14 -0.22
O -1.84 1.81 -1.02
O -0.67 0.02 -0.70
C 1.06 -1.55 3.74
C -0.32 -1.29 4.27
H 2.40 -3.33 6.34
H 0.72 -3.49 5.81
H 1.27 -1.98 6.52
H 3.89 -3.22 4.58
H 4.56 -2.46 2.32
H 3.00 -1.05 1.00
H 0.42 -0.66 0.73
H 1.36 1.13 3.74
H 0.64 3.41 4.24
H -0.92 4.62 2.73
H -1.69 3.50 0.66
H -0.30 -0.58 5.11
H -0.77 -2.21 4.65
H -0.98 -0.88 3.51
```

Output
- Frontier orbital gap: 7.44 eV
- Spin multiplicity: 1
- Total charge: +1
- Relative energy (zero: lowest compared OMol25 entry of this formula, charge and spin): 0.0 kJ/mol
- HOMO level: -10.4 eV

---

# 2
C19H24GeN3PtS2Se | the ωB97M-V functional and the def2-TZVPD basis

XYZ file:
```
51
Properties=species:S:1:pos:R:3
Pt -0.64 0.89 1.12
S -2.47 -0.56 1.28
C -2.41 -1.14 2.84
C -3.20 -2.25 3.20
C -3.09 -2.86 4.50
C -3.95 -3.96 4.69
N -4.66 -4.80 4.93
C -2.36 -2.21 5.42
C -1.60 -1.04 5.09
C -1.54 -0.54 3.84
S -0.42 0.62 3.39
C -2.34 -2.60 6.82
N -2.62 -2.92 7.86
H -3.80 -2.61 2.31
H -1.31 -0.37 5.89
C -1.75 2.84 -1.39
C -0.50 3.33 -0.81
C 0.34 4.40 -1.33
C 1.41 4.49 -0.54
C 1.24 3.44 0.52
C 2.06 3.20 1.68
N 0.06 2.80 0.26
H -1.55 1.92 -1.95
H -2.14 3.60 -2.09
H -2.52 2.66 -0.67
H 0.16 4.98 -2.21
H 2.29 5.09 -0.64
H 1.80 3.87 2.43
H 3.12 3.37 1.51
H 1.90 2.19 2.06
C 2.78 -2.35 -2.59
Ge 1.09 -1.81 -3.46
C 0.05 -3.34 -3.97
C 1.64 -0.57 -4.85
C 0.16 -0.71 -2.12
Se 0.94 -0.49 -0.35
C 2.43 0.70 -0.72
H 3.12 -3.14 -3.25
H 2.73 -2.65 -1.59
H 3.44 -1.52 -2.71
H -0.32 -3.18 -4.94
H -0.75 -3.59 -3.32
H 0.75 -4.17 -4.03
H 2.24 -0.99 -5.66
H 2.17 0.22 -4.37
H 0.83 0.01 -5.30
H -0.79 -1.16 -1.88
H -0.10 0.21 -2.57
H 2.10 1.42 -1.47
H 3.31 0.09 -1.07
H 2.68 1.23 0.22
```

Output
- Frontier orbital gap (alpha / beta): 7.61 / 5.02 eV
- Spin multiplicity: 5
- Total charge: +1
- HOMO level (alpha / beta): -10.6 / -11.4 eV

---

# 3
C19H24IrN3O5 | the ωB97M-V functional and the def2-TZVPD basis

XYZ file:
```
52
Properties=species:S:1:pos:R:3
Ir -0.42 0.54 -0.26
C -1.85 -1.48 1.74
O -1.13 -0.23 1.60
C -1.45 0.74 2.61
C -0.75 2.03 2.23
O -0.95 2.28 0.81
C -2.22 2.86 0.40
C -3.17 1.79 -0.05
O -2.42 0.89 -0.90
C -3.26 -0.09 -1.58
H -1.59 -1.92 2.71
H -1.53 -2.14 0.94
H -2.92 -1.30 1.69
H -1.09 0.38 3.58
H -2.54 0.85 2.67
H 0.32 1.95 2.35
H -1.13 2.87 2.81
H -1.98 3.54 -0.42
H -2.63 3.45 1.22
H -3.98 2.23 -0.62
H -3.59 1.21 0.78
H -3.90 0.44 -2.29
H -3.86 -0.63 -0.85
H -2.59 -0.77 -2.10
O 2.40 -3.99 0.44
C 2.99 -3.17 1.24
C 4.03 -3.72 2.06
C 4.72 -2.91 2.92
C 4.42 -1.54 3.00
C 3.39 -0.99 2.21
C 2.67 -1.77 1.34
C 1.62 -1.17 0.49
O 1.36 0.10 0.62
N 1.03 -1.92 -0.40
N 0.25 -1.08 -1.18
C 0.39 -1.06 -2.46
C 0.10 0.23 -3.06
C 0.15 0.51 -4.41
C 0.11 1.84 -4.82
C 0.06 2.84 -3.87
C 0.00 2.50 -2.53
N 0.01 1.23 -2.13
H 1.72 -3.52 -0.11
H 4.23 -4.78 1.97
H 5.51 -3.32 3.54
H 4.98 -0.90 3.67
H 3.18 0.07 2.27
H 0.87 -1.87 -2.98
H 0.24 -0.30 -5.12
H 0.15 2.08 -5.88
H 0.06 3.88 -4.16
H -0.04 3.25 -1.75
```

Output
- Frontier orbital gap (alpha / beta): 8.31 / 6.51 eV
- Spin multiplicity: 2
- Total charge: +3
- Relative energy (zero: lowest compared OMol25 entry of this formula, charge and spin): 0.0 kJ/mol
- HOMO level (alpha / beta): -18.3 / -18.3 eV